[1]
{"formula": "CH5NOS2", "method": "ωB97M-V/def2-TZVPD", "elements": ["H", "O", "N", "H", "H", "H", "S", "C", "H", "S"], "xyz": [[-4.647, -0.716, -0.013], [-1.825, 0.319, -0.565], [-3.981, 0.042, 0.058], [-3.619, 0.072, 1.004], [0.600, 0.877, -0.439], [-3.266, -0.005, -1.913], [1.730, 0.897, 0.313], [-2.978, 0.057, -0.855], [1.355, -1.651, 0.499], [2.478, -0.942, 0.231]], "forces_ev_per_angstrom": [[-0.4, 0.3, -0.5], [0.6, 0.0, 0.1], [0.2, -0.9, 0.5], [0.0, 0.2, 0.0], [-0.5, -0.6, 0.2], [-0.2, -0.4, 0.1], [0.5, 0.4, -0.2], [0.3, 0.8, -0.3], [-0.1, 0.0, -0.4], [-0.3, 0.1, 0.3]], "charge": 1, "e_lumo_ha": [-0.182, -0.322], "homo_ha": [-0.4986, -0.4984], "de_lowest_ev": 0.481, "spin_multiplicity": 2}



[2]
{"formula": "C5H9ISi", "method": "ωB97M-V/def2-TZVPD", "elements": ["C", "H", "H", "Si", "H", "C", "C", "H", "I", "C", "H", "C", "H", "H", "H", "H"], "xyz": [[-1.345, 1.390, -0.467], [-1.776, 1.096, -1.393], [-1.905, -0.882, 1.484], [-0.063, 0.130, 0.159], [-0.444, -1.938, 1.610], [1.167, -1.457, -2.122], [1.335, 0.909, 1.143], [0.848, -2.161, -2.841], [2.647, 2.219, 0.142], [0.202, -1.121, -1.320], [1.862, 0.579, 2.095], [-0.870, -0.936, 1.562], [-2.159, 1.492, 0.189], [-0.535, -0.660, 2.474], [2.065, -1.027, -1.984], [-1.027, 2.368, -0.731]], "forces_ev_per_angstrom": [[1.2, -0.6, -0.3], [-0.3, -0.9, -0.9], [-1.8, -0.4, 0.0], [-1.3, -1.2, 0.8], [-0.5, -0.5, -0.9], [-3.6, -1.0, 0.4], [1.3, -0.1, -0.1], [0.6, -0.8, -1.2], [-0.4, -0.2, 0.2], [0.2, 1.9, 2.0], [-1.1, 0.2, -1.4], [1.8, -0.6, -3.1], [-1.0, 0.1, 1.2], [0.7, 1.9, 3.1], [3.4, 1.1, -0.1], [0.8, 1.0, 0.2]], "charge": 0, "e_lumo_ha": [-0.038, -0.017], "homo_ha": [-0.3181, -0.3151], "de_lowest_ev": 2.862}



[3]
{"formula": "C4H45FINO21P2S", "method": "ωB97M-V/def2-TZVPD", "elements": ["O", "O", "O", "O", "H", "O", "H", "O", "S", "O", "H", "H", "C", "H", "H", "O", "H", "H", "C", "H", "H", "H", "O", "H", "H", "H", "I", "H", "H", "O", "N", "H", "H", "H", "H", "O", "H", "H", "H", "H", "P", "H", "O", "C", "H", "H", "H", "H", "O", "H", "O", "H", "H", "H", "H", "O", "H", "O", "H", "H", "H", "O", "H", "O", "C", "H", "O", "H", "H", "O", "O", "P", "H", "H", "F", "H"], "xyz": [[-2.793, 9.120, -0.571], [6.728, -6.246, -0.654], [4.290, -4.041, -0.217], [5.373, -4.197, -7.021], [-5.578, 1.605, 3.601], [-1.356, -3.896, -2.694], [0.401, -0.470, 0.308], [2.291, -4.065, 1.876], [1.803, 1.600, -1.105], [-3.264, 3.940, -2.748], [-0.651, 7.304, -2.091], [6.068, -5.669, -0.241], [1.829, -4.127, -1.393], [0.107, 4.957, -2.026], [2.889, -1.736, -5.013], [-0.973, 2.315, -5.297], [-2.874, 10.102, 1.541], [-2.520, -0.206, 6.954], [3.342, -3.537, -1.010], [-3.725, -2.661, 4.000], [1.864, -4.551, -2.505], [6.250, -7.076, -0.806], [-2.529, 10.512, 2.348], [0.669, 3.752, -2.778], [-2.076, 0.080, 4.199], [5.416, -3.944, -2.338], [-2.081, -2.953, 0.578], [-2.072, 8.589, -0.942], [1.617, -4.891, -0.520], [-0.087, 7.401, -1.309], [3.302, -2.209, -1.793], [-6.051, -6.678, 3.419], [-0.867, 2.821, -4.477], [-3.556, 7.897, 2.979], [6.558, -4.029, -3.348], [0.001, 4.451, -2.845], [-1.617, -0.912, 5.946], [-5.411, 0.377, 2.709], [-2.241, -3.560, -3.068], [4.832, -3.671, -6.412], [-0.860, -2.629, -1.587], [2.280, -3.330, 2.507], [-3.545, 7.162, 2.348], [0.993, -2.740, -1.137], [6.141, -3.632, -7.198], [2.432, 1.762, 2.866], [-3.344, -4.207, 5.909], [-2.653, 7.191, 1.970], [-2.509, -0.941, 6.323], [4.197, -1.697, -5.799], [2.973, 1.237, 2.257], [2.696, -0.464, 0.675], [0.393, 8.228, -1.468], [-5.007, -5.755, 4.042], [-3.581, 8.573, -0.705], [-1.599, 0.910, 4.351], [-4.715, -4.875, 5.978], [-5.065, 0.787, 3.516], [3.741, 1.801, 2.080], [-2.364, 4.278, -2.869], [-2.258, 1.487, 4.764], [-5.487, -6.581, 4.200], [3.638, -2.409, -2.778], [-4.174, -4.301, 5.417], [1.944, -1.530, -1.704], [3.183, -4.036, 1.498], [3.430, -2.261, -5.621], [-3.042, 11.330, 2.433], [-3.495, 3.574, -3.615], [-3.482, -1.863, 3.506], [5.904, -3.413, -2.985], [1.692, -0.181, -0.323], [1.045, -2.576, 0.031], [-0.305, 1.617, -5.229], [1.375, -0.873, -2.907], [-3.878, -1.142, 4.018]], "forces_ev_per_angstrom": [[-0.2, -0.3, -0.2], [-0.5, -0.1, 0.0], [-5.5, 3.5, -5.4], [0.3, 0.5, 0.1], [0.2, -0.3, 0.0], [-0.3, 1.7, 1.2], [1.1, -0.2, -0.6], [0.1, 0.5, 0.1], [0.0, -0.2, 0.4], [0.1, 0.1, -0.4], [0.3, -0.1, 0.1], [0.2, -0.1, -0.1], [1.5, 0.1, 2.1], [0.0, -0.1, -0.2], [0.0, -0.1, -0.2], [0.3, -0.1, 0.3], [0.2, 0.0, -0.1], [0.0, -0.3, -0.2], [0.8, -1.6, 1.3], [0.0, 0.2, 0.0], [-0.2, 1.0, 2.6], [0.2, 0.3, 0.1], [-0.4, 0.2, -0.1], [-0.2, 0.1, 0.1], [0.0, 0.3, -0.1], [0.5, 0.1, 0.0], [0.6, -0.3, -0.5], [0.0, 0.1, 0.3], [0.0, 1.3, -2.2], [-0.3, 0.3, -0.3], [0.4, 0.1, 0.1], [0.2, -0.1, 0.3], [0.0, -0.1, -0.2], [0.0, -0.2, -0.2], [-0.2, 0.2, 0.1], [0.1, 0.0, 0.2], [-0.3, 0.1, 0.1], [0.2, 0.1, 0.2], [2.0, -0.6, 0.8], [-0.1, -0.3, -0.1], [-1.0, 0.4, -1.3], [-0.1, -0.3, -0.1], [0.3, 0.2, 0.1], [1.3, -1.8, 0.7], [-0.2, -0.3, 0.0], [0.1, -0.2, -0.2], [-0.2, 0.1, -0.2], [-0.3, 0.0, 0.1], [0.2, 0.0, 0.3], [-0.3, 0.0, 0.1], [0.2, 0.4, 0.4], [-0.8, -0.3, -0.6], [0.0, -0.3, 0.1], [0.0, -0.2, 0.1], [0.2, 0.2, 0.1], [-0.1, 0.0, 0.1], [0.0, 0.2, -0.2], [-0.4, 0.1, -0.2], [-0.3, -0.2, -0.1], [-0.1, -0.2, 0.1], [0.2, -0.2, -0.3], [-0.2, 0.2, -0.4], [-0.2, 0.6, 1.4], [0.2, -0.1, 0.3], [-1.8, -1.8, 0.5], [-0.1, -0.2, 0.1], [0.2, 0.4, 0.3], [0.2, -0.3, 0.0], [0.1, 0.1, 0.3], [-0.1, 0.0, 0.1], [-0.2, -0.3, 0.0], [0.6, 0.9, -0.8], [-0.4, -0.7, -2.1], [-0.3, 0.2, 0.0], [2.0, -2.1, 2.0], [-0.1, -0.1, -0.1]], "charge": 0, "e_lumo_ha": -0.030, "homo_ha": -0.3242}



[4]
{"formula": "C9H11N3", "method": "ωB97M-V/def2-TZVPD", "elements": ["C", "H", "H", "N", "H", "C", "C", "H", "H", "C", "C", "H", "H", "H", "H", "H", "N", "H", "N", "C", "C", "C", "C"], "xyz": [[0.155, -2.450, -0.158], [-0.763, -3.123, -0.307], [-1.658, 1.478, -2.234], [1.016, -0.134, -0.134], [-0.789, -0.509, 2.646], [0.011, -0.978, -0.499], [-0.964, -0.487, -1.474], [0.864, -2.907, -0.736], [-1.813, -1.321, -1.269], [-1.747, 0.993, 1.309], [-1.497, 0.953, -1.287], [3.656, 0.664, 1.589], [-2.253, 1.593, 2.073], [0.494, -2.504, 0.853], [-2.058, 2.569, -0.060], [-0.810, -0.608, -2.532], [1.956, -0.367, 0.831], [2.610, 2.482, -0.323], [1.247, 1.043, -0.705], [-1.707, 1.535, -0.101], [2.850, 0.591, 0.821], [2.338, 1.528, -0.112], [-1.138, -0.043, 1.809]], "forces_ev_per_angstrom": [[-2.9, 1.0, 0.8], [0.9, 1.6, 0.4], [0.1, 0.1, 0.6], [2.9, 1.1, 1.4], [0.4, -1.1, 2.1], [0.7, -1.3, -0.9], [-3.5, -0.9, 1.2], [2.2, -1.0, -1.7], [1.1, 2.1, -0.6], [0.7, 0.0, -0.5], [0.4, -1.2, 0.5], [-0.9, -0.2, -1.0], [-0.2, 0.4, -0.4], [0.1, -0.3, 0.9], [0.1, -0.2, -0.5], [0.9, -0.3, -0.5], [-0.7, -3.0, 0.4], [1.1, 2.5, -0.7], [0.3, 0.8, -0.3], [-1.3, 0.3, 0.7], [-1.2, 1.1, 0.0], [-0.9, -2.3, 0.2], [-0.3, 0.8, -2.0]], "charge": 0, "e_lumo_ha": [0.038, -0.018], "homo_ha": [-0.2421, -0.3154], "de_lowest_ev": 1.220, "spin_multiplicity": 3}



Number 1: strongest force on any atom 1.0 eV/A. Number 2: strongest force on any atom 3.8 eV/A. Number 3: strongest force on any atom 8.4 eV/A. Number 4: strongest force on any atom 3.8 eV/A.